Below is C13H21As2BCoF4NO4S3 as an isolated structure in a non-equilibrium geometry, with properties calculated with ωB97M-V/def2-TZVPD.

Computed properties:
E_tot: -226862.92811 eV
Energy above the lowest of the compared OMol25 structures with the same formula, charge and spin: 0.1092 eV
Frontier orbital gap (alpha / beta): 6.867 / 4.298 eV
2S+1: 5

Element x y z (Å)
Co: -0.18613 -1.01815 1.15967
O: -1.74738 -1.44032 -0.94531
S: -2.32178 -1.79628 0.38135
O: -3.65708 -2.28471 0.32289
O: -2.18520 -0.53330 1.23633
O: -1.32896 -2.73463 1.02931
C: 0.40429 2.71265 -0.81990
As: -0.47172 0.92288 -0.61962
C: -2.30282 1.58875 -0.87670
C: -0.03613 0.20241 -2.39170
C: -0.31037 0.89784 -3.55809
C: -0.03750 0.32678 -4.79667
C: 0.52540 -0.93532 -4.86524
C: 0.80015 -1.63520 -3.69959
C: 0.52737 -1.06976 -2.46237
As: 0.82429 -2.06297 -0.80384
C: 0.43276 -3.92056 -1.28365
C: 2.81826 -2.14843 -0.84063
H: 0.13441 3.14784 -1.79719
H: 1.49821 2.57398 -0.73429
H: 0.04393 3.35151 -0.00087
H: -2.35911 2.25726 -1.74667
H: -2.61882 2.13106 0.02945
H: -2.94154 0.70018 -1.01056
H: -0.77043 1.89190 -3.50103
H: -0.27434 0.87896 -5.70849
H: 0.74716 -1.39041 -5.83578
H: 1.22570 -2.64204 -3.74665
H: 1.10803 -4.28442 -2.06535
H: -0.62446 -3.96211 -1.59710
H: 0.55464 -4.52616 -0.37730
H: 3.17154 -2.52393 -1.81251
H: 3.15617 -2.80983 -0.03201
H: 3.19618 -1.12742 -0.65453
S: -0.49350 -1.59143 3.71517
C: -0.58416 0.01892 4.13388
N: -1.24394 0.94116 3.43364
C: -1.11920 2.31886 3.83372
C: 0.00921 2.38338 4.85922
S: 0.18006 0.70503 5.54342
H: -1.74043 0.63899 2.59716
H: -2.08768 2.67649 4.26290
H: -0.89323 2.93836 2.94660
H: -0.18831 3.09421 5.67093
H: 0.96886 2.62592 4.37568
F: 2.65399 1.06430 0.57186
B: 2.09043 0.94316 1.82283
F: 0.87385 1.64897 1.85116
F: 2.87342 1.31875 2.85900
F: 1.70593 -0.46311 1.94749

Atoms 1-2, force components in eV/Å:
1.50 0.87 -0.25
-0.93 -0.42 0.57

Now the natural (NBO) charges, all in e: Co 1.25; O -1.04; S 2.55; O -0.94; O -1.11; O -1.04; C -0.94; As 0.95; C -0.94; C -0.33; C -0.21; C -0.20; C -0.22; C -0.16; C -0.33; As 0.96; C -0.94; C -0.95; H 0.21; H 0.26; H 0.22; H 0.22; H 0.22; H 0.26; H 0.21; H 0.22; H 0.22; H 0.20; H 0.22; H 0.26; H 0.24; H 0.22; H 0.23; H 0.25; S 0.42; C -0.11; N -0.51; C -0.23; C -0.54; S 0.40; H 0.48; H 0.22; H 0.26; H 0.25; H 0.27; F -0.55; B 1.34; F -0.58; F -0.54; F -0.59

***

Below is a 2-piece molecular cluster, C5H8F6NP overall in a non-equilibrium geometry, with properties calculated with ωB97M-V/def2-TZVPD.

Computed properties:
E_tot: -32394.94006 eV
Energy above the lowest of the compared OMol25 structures with the same formula, charge and spin: 1.6658 eV
Frontier orbital gap: 6.745 eV
2S+1: 1

Element x y z (Å)
C: -2.15146 0.09494 -0.84694
C: 0.12730 0.96835 -2.11927
C: 0.34716 -0.54895 0.33734
C: -0.18161 -1.55486 1.34378
C: 1.80943 -0.47164 0.21175
N: 0.17199 1.61503 1.60023
F: 0.45875 -2.75613 1.26558
F: -1.41851 -1.83428 1.14119
F: -0.05568 -1.26782 2.64882
F: 2.29539 -1.56357 -0.38185
F: 2.37098 -0.34789 1.44914
F: 2.37220 0.58253 -0.46377
P: -0.44263 -0.54575 -1.25495
H: -2.84425 -0.59639 -0.57276
H: -2.46547 0.71372 -1.69758
H: -2.01428 0.72094 0.07742
H: -0.60172 1.05952 -2.97633
H: 1.26758 0.85627 -2.41838
H: -0.02348 1.92681 -1.51452
H: -0.16700 1.58316 2.52072
H: 1.14529 1.36601 1.65037

Atoms 1-2, force components in eV/Å:
2.45 2.42 0.44
1.36 1.02 -0.30

Now the natural (NBO) charges, all in e: C -0.89; C -0.96; C -0.37; C 0.93; C 0.91; N -0.76; F -0.33; F -0.30; F -0.31; F -0.30; F -0.33; F -0.32; P 0.90; H 0.23; H 0.23; H 0.25; H 0.24; H 0.27; H 0.26; H 0.33; H 0.33

***

Below is C13H15NO as an isolated structure in a non-equilibrium geometry, with properties calculated with ωB97M-V/def2-TZVPD.

Computed properties:
E_tot: -17252.33645 eV
Energy above the lowest of the compared OMol25 structures with the same formula, charge and spin: 9.4490 eV
Frontier orbital gap: 8.454 eV
2S+1: 1

Element x y z (Å)
C: 2.30131 -1.66216 1.05862
C: 2.92606 0.33891 0.16157
C: 2.46136 0.41608 -1.36518
C: -0.07949 0.86655 -0.85572
C: 0.18962 2.02287 -0.30424
C: -0.98079 2.59945 0.50291
C: -2.28490 1.99768 0.36400
C: -2.45864 0.57987 -0.00958
C: -3.68125 -0.01810 0.32932
C: -3.69452 -1.44279 0.15472
C: -2.61567 -2.02223 -0.53018
C: -1.45293 -1.37656 -0.93332
C: -1.33220 -0.04073 -0.74245
H: 2.17948 -1.58892 2.61052
H: 2.28943 -3.03723 0.78416
H: 1.11813 -1.16847 0.45641
H: 3.90901 -0.53621 1.57291
H: 2.03987 1.19576 0.52934
H: 3.78075 1.01025 -0.00307
H: 2.95447 -0.71232 -1.71416
H: 2.75066 1.22130 -1.92545
H: 1.15255 2.42887 -0.44825
H: -0.91585 3.76487 0.85843
H: -2.98566 2.52842 1.04560
H: -4.46835 0.28485 0.84772
H: -4.47996 -2.02183 0.72800
H: -2.46635 -3.10400 -0.91671
H: -0.56087 -1.74996 -1.50818
N: 3.45380 -0.83843 0.72647
O: 0.95092 0.06423 -1.47420

Atoms 1-2, force components in eV/Å:
-3.84 -2.81 2.34
-0.99 6.69 -3.36

Now the natural (NBO) charges, all in e: C -0.44; C -0.27; C -0.08; C 0.35; C -0.34; C -0.18; C -0.22; C -0.04; C -0.19; C -0.19; C -0.24; C -0.20; C -0.07; H 0.15; H 0.22; H 0.25; H 0.38; H 0.19; H 0.20; H 0.21; H 0.19; H 0.23; H 0.22; H 0.22; H 0.21; H 0.22; H 0.23; H 0.25; N -0.67; O -0.58

***

Below is C4H6HgO as an isolated structure in a non-equilibrium geometry, with properties calculated with ωB97M-V/def2-TZVPD.

Computed properties:
E_tot: -10459.73657 eV
Energy above the lowest of the compared OMol25 structures with the same formula, charge and spin: 2.6476 eV
Frontier orbital gap (alpha / beta): 7.654 / 5.233 eV
2S+1: 3

Element x y z (Å)
C: -0.29414 1.06378 -1.90327
C: 0.15471 -0.15327 -1.42172
C: 0.48291 -0.32836 -0.06847
C: -0.49843 -0.75404 0.99359
O: -0.14697 -0.36735 2.25836
Hg: 0.97668 0.57006 3.93048
H: -1.19590 1.52502 -1.49456
H: 0.58184 -0.86183 -2.13945
H: 1.53545 -0.30809 0.23262
H: -0.61721 -1.86314 0.91235
H: -1.50057 -0.35643 0.69562
H: 0.52163 1.83364 -1.99556

Atoms 1-2, force components in eV/Å:
-1.02 2.51 0.03
1.11 -1.27 -0.32

Now the natural (NBO) charges, all in e: C -0.38; C -0.19; C -0.17; C -0.12; O -0.67; Hg 0.43; H 0.17; H 0.19; H 0.20; H 0.18; H 0.17; H 0.20

***

Below is one molecule with the formula C3H7NO2 in a non-equilibrium geometry, with properties calculated with ωB97M-V/def2-TZVPD.

Computed properties:
SMILES: CNCC(=O)O
E_tot: -8808.35672 eV
Energy above the lowest of the compared OMol25 structures with the same formula, charge and spin: 2.1721 eV
Frontier orbital gap: 9.979 eV
2S+1: 1

Element x y z (Å)
C: 1.80587 0.03233 0.31248
C: -1.46611 0.40476 0.42878
C: 0.47626 -0.95484 -0.47789
N: -0.61268 0.00127 -0.69718
O: 2.54095 -0.49780 1.08528
O: 1.60413 1.33737 0.11883
H: -0.67219 0.67855 1.19751
H: -1.97144 1.27041 0.13037
H: -2.19731 -0.28740 0.86740
H: 0.17765 -1.64252 0.35996
H: 0.72425 -1.27236 -1.50157
H: -1.16319 -0.31759 -1.53265
H: 0.75381 1.24782 -0.29132

Atoms 1-2, force components in eV/Å:
-2.23 -2.49 -0.19
2.60 -0.73 1.05

Now the natural (NBO) charges, all in e: C 0.78; C -0.42; C -0.34; N -0.68; O -0.57; O -0.67; H 0.19; H 0.21; H 0.19; H 0.21; H 0.22; H 0.38; H 0.50

***

Below is one molecule with the formula C4H7N3 in a non-equilibrium geometry, with properties calculated with ωB97M-V/def2-TZVPD.

Computed properties:
SMILES: N[C@H]1NNC2=C[C@H]21
E_tot: -8727.32642 eV
Energy above the lowest of the compared OMol25 structures with the same formula, charge and spin: 4.3529 eV
Frontier orbital gap: 9.012 eV
2S+1: 1

Element x y z (Å)
C: -0.19175 -1.40605 0.24002
C: -0.99836 -0.17580 0.63501
C: -0.12722 -1.02274 1.50605
N: 0.28262 -1.32180 -1.02274
H: 1.21230 -1.68620 -1.20503
H: -2.07913 -0.17332 0.67080
H: -0.01600 -1.32511 2.51536
N: 0.78408 1.50691 0.44494
C: -0.30289 0.87079 -0.24175
N: 0.18444 0.07836 -1.41968
H: 1.39909 0.80971 0.85458
H: 1.32500 2.07970 -0.19309
H: -0.48499 0.12304 -2.18596
H: -0.98720 1.64251 -0.59850

Atoms 1-2, force components in eV/Å:
0.07 1.41 0.58
0.50 -0.54 -0.12

Now the natural (NBO) charges, all in e: C 0.18; C -0.29; C -0.27; N -0.46; H 0.39; H 0.19; H 0.23; N -0.83; C 0.06; N -0.47; H 0.36; H 0.36; H 0.35; H 0.20